[1]
This record from the Open Molecules 2025 dataset describes 2 unconnected molecules or ions with the total composition C4H10N2O2 in a non-equilibrium geometry. The level of theory is ωB97M-V/def2-TZVPD.

The geometry in XYZ format:
```
18
Properties=species:S:1:pos:R:3:forces:R:3
O -0.322 2.693 -0.825 0.29 -0.02 0.07
O -0.487 -1.975 1.208 -0.33 -0.06 -1.57
N -0.715 -0.736 -0.669 0.12 -1.43 -0.17
N -0.481 2.148 1.340 -1.71 0.48 0.26
C -0.679 -1.975 -0.017 0.68 0.95 1.59
C -0.764 -3.348 -0.751 -0.48 0.47 2.56
C 0.236 2.296 0.184 -0.19 0.62 -0.99
C 1.767 2.156 0.148 0.12 1.69 0.01
H -0.734 -0.734 -1.682 0.06 0.23 0.29
H 2.195 2.986 0.732 -0.57 0.53 -0.32
H -0.326 0.086 -0.189 -0.56 -1.01 -0.44
H -1.650 -3.499 -1.342 -0.12 0.24 -0.62
H -0.861 -4.063 0.133 0.39 0.80 -1.32
H 2.085 2.336 -0.896 -0.20 -0.47 0.62
H 2.361 1.432 0.660 -0.40 -1.63 0.01
H -1.528 2.340 1.352 2.19 -0.32 -0.68
H 0.168 -3.500 -1.269 0.16 -0.24 -0.41
H -0.263 1.358 1.883 0.57 -0.84 1.10
```
Forces are in eV/Å.

## Properties
energy relative to the best compared isomer or geometry (same formula, charge and spin)	28.6	kcal per mole
E	-418.4154	Ha
E_HOMO	-9.9	eV
net charge	0
SMILES	CC(N)=O.CC(N)=O

[2]
This record from the Open Molecules 2025 dataset describes a molecular structure, C3H8O. The level of theory is ωB97M-V/def2-TZVPD.

The geometry in XYZ format:
```
12
Properties=species:S:1:pos:R:3:forces:R:3
O 2.369 0.061 -0.307 0.17 -0.14 0.18
C -0.287 -0.570 -0.095 -0.09 -0.09 -0.20
C 1.357 0.723 0.318 -0.26 0.11 -0.20
C -1.647 0.090 -0.011 0.00 0.08 0.01
H 2.899 -0.371 0.375 -0.04 0.07 -0.15
H -1.953 0.251 1.028 0.04 -0.03 -0.15
H -2.415 -0.529 -0.490 0.12 0.08 0.08
H -1.649 1.064 -0.513 0.01 -0.15 0.07
H 0.909 1.417 -0.399 0.03 -0.08 0.12
H 0.093 -0.694 -1.107 -0.05 0.03 0.15
H -0.241 -1.537 0.421 0.05 0.17 -0.02
H 0.488 0.038 0.816 0.02 -0.07 0.11
```
Forces are in eV/Å.

## Properties
energy relative to the best compared isomer or geometry (same formula, charge and spin)	90.4	kcal per mole
E	-194.1918	Ha
E_HOMO	-7.8	eV
net charge	0